No. 1
This record from OMol25 describes a molecular structure, C55H102O29. The level of theory is wB97M-V/def2-TZVPD.

Calculated values
E_LUMO	0.318	eV
HOMO level	-7.5635	eV
calculated total energy	-4338.55283	Eh
gap between HOMO and LUMO	7.88	eV

ORCA input file:
```
! wB97M-V def2-TZVPD RIJCOSX def2/J DEFGRID3
* xyz 0 1
C -5.798 -0.990 -0.667
O -5.255 -0.666 0.638
C -5.373 -1.443 1.692
O -5.146 -1.088 2.819
O -5.943 -2.618 1.408
C -6.414 -3.421 2.486
H -5.496 -0.120 -1.236
H -6.876 -1.104 -0.547
H -5.434 -1.938 -1.056
H -6.892 -4.323 2.130
H -7.054 -2.814 3.129
H -5.551 -3.611 3.130
C 0.981 0.328 3.092
O 1.476 -0.722 3.883
C 0.964 -0.880 5.091
O 0.222 -0.125 5.651
O 1.433 -2.040 5.562
C 1.129 -2.495 6.859
H -0.051 0.255 2.738
H 1.650 0.451 2.247
H 0.971 1.286 3.622
H 1.753 -3.359 7.085
H 0.114 -2.850 7.057
H 1.371 -1.672 7.537
C 1.220 -5.061 0.749
O 1.445 -5.509 2.076
C 2.168 -6.603 2.247
O 2.706 -7.223 1.380
O 2.229 -6.938 3.535
C 1.502 -6.072 4.409
H 2.102 -4.920 0.135
H 0.699 -4.104 0.787
H 0.488 -5.700 0.251
H 1.808 -5.030 4.365
H 1.615 -6.552 5.380
H 0.437 -6.113 4.180
C 5.258 -0.911 0.458
O 4.653 -2.153 0.775
C 5.349 -3.247 0.524
O 6.456 -3.280 0.037
O 4.632 -4.303 0.890
C 5.257 -5.575 0.774
H 4.500 -0.158 0.666
H 5.490 -0.855 -0.607
H 6.172 -0.715 1.016
H 6.330 -5.521 0.968
H 5.168 -6.055 -0.199
H 4.851 -6.219 1.545
C -2.350 0.276 1.218
O -1.487 1.202 0.550
C -0.294 0.800 0.107
O 0.529 1.551 -0.332
O -0.137 -0.502 0.294
C 1.106 -1.126 0.038
H -2.401 -0.698 0.739
H -3.316 0.757 1.092
H -2.129 0.167 2.280
H 1.690 -1.159 0.962
H 1.778 -0.535 -0.589
H 1.000 -2.125 -0.378
C 1.769 6.158 0.982
C 1.443 4.865 0.235
C 2.358 3.804 0.834
O 3.229 4.489 1.717
C 2.684 5.721 2.140
H 0.919 6.737 1.343
H 2.306 6.834 0.314
H 1.572 4.959 -0.842
H 0.419 4.529 0.413
H 2.841 3.129 0.120
H 1.782 3.033 1.366
H 3.494 6.440 2.263
H 2.136 5.667 3.085
C 4.954 2.675 -3.861
C 4.573 2.488 -2.381
C 3.130 2.049 -2.503
O 3.148 1.176 -3.637
C 4.176 1.540 -4.561
H 6.012 2.607 -4.113
H 4.587 3.615 -4.274
H 4.688 3.476 -1.936
H 5.169 1.689 -1.944
H 2.554 2.929 -2.825
H 2.666 1.609 -1.625
H 3.685 1.908 -5.465
H 4.757 0.650 -4.804
C -5.895 2.209 2.198
C -6.096 3.730 2.330
C -5.858 3.994 3.803
O -4.842 3.057 4.161
C -5.039 1.858 3.414
H -5.442 1.965 1.241
H -6.888 1.768 2.285
H -7.095 4.014 1.997
H -5.383 4.297 1.726
H -6.714 3.631 4.389
H -5.602 5.024 4.035
H -5.485 1.150 4.122
H -4.117 1.321 3.186
C -2.823 -3.057 2.844
C -1.396 -2.490 2.970
C -0.672 -3.595 3.733
O -1.325 -4.796 3.358
C -2.702 -4.550 3.216
H -3.173 -2.920 1.821
H -3.412 -2.453 3.534
H -1.352 -1.530 3.481
H -0.916 -2.366 1.995
H -0.749 -3.384 4.809
H 0.376 -3.758 3.499
H -3.215 -4.713 4.174
H -3.179 -5.198 2.482
C -0.109 5.912 -4.520
C -0.682 4.561 -4.044
C 0.517 3.881 -3.360
O 1.673 4.635 -3.734
C 1.267 6.008 -3.890
H -0.773 6.722 -4.214
H -0.046 5.925 -5.607
H -1.002 4.047 -4.954
H -1.567 4.551 -3.413
H 0.761 2.851 -3.627
H 0.446 3.853 -2.267
H 2.000 6.583 -4.445
H 1.194 6.353 -2.852
C -1.676 -4.023 -2.019
C -1.746 -3.650 -0.545
C -3.250 -3.405 -0.373
O -3.922 -3.775 -1.568
C -3.050 -4.593 -2.338
H -0.917 -4.781 -2.225
H -1.449 -3.151 -2.630
H -1.197 -2.725 -0.372
H -1.386 -4.444 0.107
H -3.433 -2.345 -0.174
H -3.662 -3.887 0.521
H -3.319 -4.544 -3.394
H -3.107 -5.664 -2.099
O -2.801 -0.487 -2.047
C -2.197 -0.256 -3.052
O -2.760 -0.192 -4.274
C -1.884 0.403 -5.223
C -0.494 0.047 -4.719
C -0.681 0.012 -3.199
H -2.071 1.479 -5.306
H -2.126 0.028 -6.218
H 0.312 0.703 -5.043
H -0.250 -0.966 -5.042
H -0.416 0.913 -2.649
H -0.114 -0.850 -2.849
O 1.720 -3.513 -1.855
C 1.860 -3.053 -2.948
O 0.882 -3.058 -3.848
C 1.338 -2.713 -5.158
C 2.490 -1.753 -4.837
C 3.047 -2.306 -3.539
H 0.539 -2.242 -5.726
H 1.629 -3.609 -5.709
H 2.089 -0.742 -4.765
H 3.235 -1.689 -5.631
H 3.383 -1.569 -2.812
H 3.918 -2.944 -3.702
O 3.830 -0.067 1.494
C 4.533 0.900 1.623
O 5.147 1.453 0.582
C 5.837 2.646 0.935
C 5.925 2.667 2.463
C 4.744 1.744 2.860
H 5.370 3.562 0.576
H 6.820 2.580 0.468
H 5.911 3.663 2.891
H 6.792 2.114 2.832
H 3.855 2.338 3.081
H 4.935 1.063 3.687
O -5.107 6.021 -2.753
C -4.560 5.014 -2.409
O -4.716 3.862 -3.082
C -3.829 2.820 -2.623
C -3.423 3.324 -1.248
C -3.495 4.847 -1.354
H -2.972 2.846 -3.301
H -4.297 1.841 -2.573
H -2.452 2.884 -1.006
H -4.071 2.988 -0.436
H -2.510 5.233 -1.606
H -3.843 5.300 -0.428
*
```

Mulliken population analysis, charges in e, atoms 1 to 99: atom 1 (C): -0.376, atom 2 (O): 0.251, atom 3 (C): 0.797, atom 4 (O): -0.596, atom 5 (O): -0.270, atom 6 (C): -0.686, atom 7 (H): -0.152, atom 8 (H): 0.323, atom 9 (H): 0.239, atom 10 (H): 0.232, atom 11 (H): 0.316, atom 12 (H): 0.218, atom 13 (C): 0.237, atom 14 (O): 0.082, atom 15 (C): 0.488, atom 16 (O): -0.613, atom 17 (O): -0.162, atom 18 (C): -0.869, atom 19 (H): 0.065, atom 20 (H): -1.009, atom 21 (H): 0.592, atom 22 (H): 0.255, atom 23 (H): 0.314, atom 24 (H): 0.370, atom 25 (C): 0.026, atom 26 (O): 0.192, atom 27 (C): 0.478, atom 28 (O): -0.589, atom 29 (O): -0.415, atom 30 (C): -0.212, atom 31 (H): 0.363, atom 32 (H): -0.628, atom 33 (H): 0.343, atom 34 (H): 0.078, atom 35 (H): 0.325, atom 36 (H): 0.180, atom 37 (C): -0.373, atom 38 (O): 0.120, atom 39 (C): 0.395, atom 40 (O): -0.612, atom 41 (O): -0.150, atom 42 (C): -0.901, atom 43 (H): -0.992, atom 44 (H): 0.386, atom 45 (H): 0.468, atom 46 (H): 0.472, atom 47 (H): 0.267, atom 48 (H): 0.241, atom 49 (C): 0.329, atom 50 (O): -0.446, atom 51 (C): -0.304, atom 52 (O): 0.368, atom 53 (O): 2.441, atom 54 (C): 1.728, atom 55 (H): -0.012, atom 56 (H): -0.459, atom 57 (H): 0.026, atom 58 (H): 0.012, atom 59 (H): -0.679, atom 60 (H): -1.412, atom 61 (C): -0.791, atom 62 (C): 1.021, atom 63 (C): 1.099, atom 64 (O): -0.362, atom 65 (C): -0.563, atom 66 (H): 0.351, atom 67 (H): 0.282, atom 68 (H): -0.813, atom 69 (H): 0.096, atom 70 (H): -0.654, atom 71 (H): -0.571, atom 72 (H): 0.359, atom 73 (H): 0.283, atom 74 (C): -0.994, atom 75 (C): 0.179, atom 76 (C): 1.185, atom 77 (O): 0.215, atom 78 (C): -0.679, atom 79 (H): 0.439, atom 80 (H): 0.246, atom 81 (H): 0.150, atom 82 (H): 0.144, atom 83 (H): -0.690, atom 84 (H): -1.069, atom 85 (H): 0.324, atom 86 (H): 0.354, atom 87 (C): 0.423, atom 88 (C): -0.309, atom 89 (C): -0.547, atom 90 (O): -0.513, atom 91 (C): 0.222, atom 92 (H): -0.478, atom 93 (H): 0.297, atom 94 (H): 0.425, atom 95 (H): -0.144, atom 96 (H): 0.287, atom 97 (H): 0.373, atom 98 (H): 0.195, atom 99 (H): -0.233

No. 2
This record from OMol25 describes 11 unconnected molecules or ions with the total composition C55H106N3O12PS2. The level of theory is wB97M-V/def2-TZVPD.

Calculated values
SMILES string	C=Cc1cc2c(cc1CCCO)N(NCC)c1c(cc(CCC(=O)Nc3ccccc3)c(CCCCCCC)c1[PH2]=S)S2.CCO.CCO.CCO.CCO.CCO.CCO.CCO.CCO.CCO.CCO
E_LUMO	0.482	eV
HOMO level	-7.9175	eV
calculated total energy	-4363.93020	Eh
gap between HOMO and LUMO	8.40	eV
energy relative to the best compared isomer or geometry (same formula, charge and spin)	0.00	kcal/mol

ORCA input file:
```
! wB97M-V def2-TZVPD RIJCOSX def2/J DEFGRID3
* xyz 0 1
C -0.867 -4.819 -1.514
C -0.296 -4.258 -2.605
C 0.561 -3.019 -2.602
C 0.034 -1.839 -3.099
C 0.838 -0.718 -3.073
C 2.128 -0.763 -2.579
C 2.647 -1.932 -2.084
C 1.850 -3.069 -2.078
C 2.467 -4.328 -1.485
C 3.216 -5.161 -2.561
C 3.177 -6.636 -2.131
O 1.917 -7.175 -2.557
N 2.986 0.403 -2.549
N 3.477 0.632 -3.873
C 4.676 1.467 -3.899
C 5.993 0.645 -3.966
C 2.311 1.535 -1.979
C 1.046 1.926 -2.378
C 0.404 3.005 -1.839
C 0.998 3.765 -0.843
C 0.233 4.936 -0.237
C -1.287 4.981 -0.532
C -2.064 3.868 0.206
O -2.331 4.006 1.384
N -2.441 2.756 -0.591
C -3.333 1.834 0.037
C -4.562 1.599 -0.558
C -5.478 0.712 -0.051
C -5.163 0.005 1.106
C -3.938 0.231 1.705
C -3.031 1.131 1.188
C 2.275 3.399 -0.408
C 2.893 4.228 0.714
C 4.331 4.765 0.450
C 4.623 6.082 1.222
C 5.889 6.027 2.116
C 7.216 5.969 1.328
C 7.680 4.551 0.903
C 7.583 3.495 2.031
C 2.913 2.289 -0.974
P 4.563 1.689 -0.417
S 4.443 1.107 1.462
S 0.291 0.895 -3.630
H -0.338 -5.069 -0.594
H -1.925 -5.088 -1.592
H -0.455 -4.753 -3.571
H -0.978 -1.759 -3.490
H 3.655 -1.973 -1.678
H 1.717 -4.924 -0.954
H 3.143 -3.963 -0.698
H 2.739 -4.975 -3.529
H 4.244 -4.745 -2.617
H 3.287 -6.755 -1.042
H 3.997 -7.175 -2.619
H 1.217 -6.802 -2.007
H 2.790 1.091 -4.470
H 4.723 2.233 -3.107
H 4.634 2.022 -4.847
H 5.815 -0.370 -4.333
H 6.638 1.123 -4.719
H 6.560 0.679 -3.027
H -0.581 3.224 -2.232
H 0.315 4.854 0.856
H 0.644 5.917 -0.511
H -1.476 4.978 -1.614
H -1.680 5.918 -0.122
H -2.859 3.152 -1.429
H -4.822 2.126 -1.480
H -6.433 0.510 -0.528
H -5.876 -0.716 1.497
H -3.718 -0.357 2.597
H -2.071 1.274 1.681
H 2.265 5.071 1.007
H 2.941 3.562 1.593
H 5.029 4.013 0.831
H 4.456 4.897 -0.635
H 3.782 6.209 1.924
H 4.684 6.967 0.577
H 5.790 5.271 2.898
H 5.889 6.996 2.641
H 7.165 6.626 0.447
H 8.029 6.361 1.962
H 7.026 4.257 0.067
H 8.699 4.568 0.493
H 7.485 3.955 3.022
H 8.436 2.808 2.066
H 6.684 2.887 1.865
H 4.893 0.547 -1.167
H 5.557 2.663 -0.637
C 4.263 -9.890 0.185
C 2.878 -10.053 0.785
O 1.963 -9.127 0.210
H 4.629 -8.874 0.342
H 4.970 -10.592 0.631
H 4.238 -10.059 -0.895
H 2.903 -9.863 1.858
H 2.506 -11.070 0.622
H 1.930 -9.296 -0.739
C 2.737 5.380 6.338
C 3.779 4.861 5.367
O 4.797 5.832 5.127
H 2.276 6.292 5.954
H 1.957 4.636 6.507
H 3.195 5.633 7.299
H 3.321 4.629 4.405
H 4.247 3.950 5.757
H 5.216 6.037 5.968
C 0.477 0.189 -8.418
C 1.008 0.461 -7.023
O 2.435 0.484 -7.017
H 0.852 -0.763 -8.791
H -0.612 0.163 -8.425
H 0.814 0.963 -9.116
H 0.689 -0.321 -6.335
H 0.640 1.421 -6.647
H 2.716 1.182 -7.617
C 0.146 0.723 5.620
C 0.468 2.188 5.396
O 0.568 2.886 6.638
H -0.792 0.620 6.168
H 0.061 0.191 4.671
H 0.924 0.244 6.220
H -0.319 2.667 4.816
H 1.413 2.295 4.852
H 1.270 2.471 7.150
C -10.173 2.130 -1.224
C -9.155 2.416 -2.312
O -8.011 1.577 -2.166
H -9.734 2.285 -0.240
H -11.047 2.778 -1.327
H -10.501 1.089 -1.267
H -8.812 3.449 -2.254
H -9.590 2.252 -3.304
H -8.311 0.665 -2.227
C -5.973 -1.811 5.890
C -5.066 -2.382 4.817
O -4.053 -1.446 4.456
H -6.442 -0.889 5.543
H -6.754 -2.524 6.161
H -5.400 -1.565 6.786
H -5.636 -2.609 3.915
H -4.589 -3.303 5.166
H -3.541 -1.252 5.248
C -3.173 -1.801 -11.775
C -2.619 -1.532 -10.388
O -1.194 -1.509 -10.403
H -2.801 -2.753 -12.155
H -4.264 -1.828 -11.763
H -2.852 -1.026 -12.476
H -2.923 -2.316 -9.697
H -2.986 -0.573 -10.006
H -0.921 -0.809 -11.004
C -12.443 0.723 2.613
C -11.682 0.018 1.505
O -10.332 0.471 1.445
H -12.431 1.802 2.454
H -13.479 0.385 2.654
H -11.976 0.535 3.582
H -12.138 0.224 0.537
H -11.686 -1.066 1.665
H -9.922 0.281 2.294
C -6.799 -4.187 10.070
C -5.878 -4.735 8.996
O -4.868 -3.788 8.658
H -7.270 -3.263 9.731
H -7.579 -4.907 10.323
H -6.237 -3.948 10.976
H -6.437 -4.952 8.087
H -5.398 -5.660 9.335
H -4.363 -3.602 9.456
C 7.483 -2.448 0.120
C 6.060 -2.613 -0.375
O 5.914 -3.818 -1.130
H 8.179 -2.433 -0.720
H 7.595 -1.523 0.688
H 7.769 -3.287 0.760
H 5.786 -1.784 -1.028
H 5.360 -2.634 0.468
H 6.146 -4.551 -0.550
*
```

Mulliken population analysis, charges in e, atoms 1 to 99: atom 1 (C): -0.877, atom 2 (C): -0.875, atom 3 (C): 1.172, atom 4 (C): -0.726, atom 5 (C): 1.204, atom 6 (C): -1.754, atom 7 (C): -1.144, atom 8 (C): 0.714, atom 9 (C): -0.938, atom 10 (C): -0.201, atom 11 (C): -0.767, atom 12 (O): -0.571, atom 13 (N): 1.090, atom 14 (N): -0.153, atom 15 (C): 0.014, atom 16 (C): -1.305, atom 17 (C): -2.102, atom 18 (C): 1.730, atom 19 (C): -0.991, atom 20 (C): 0.991, atom 21 (C): -1.112, atom 22 (C): -1.221, atom 23 (C): 0.283, atom 24 (O): -0.576, atom 25 (N): 0.187, atom 26 (C): 0.368, atom 27 (C): -0.541, atom 28 (C): -0.467, atom 29 (C): -0.633, atom 30 (C): -0.322, atom 31 (C): -0.444, atom 32 (C): -0.290, atom 33 (C): -1.371, atom 34 (C): 1.326, atom 35 (C): -1.106, atom 36 (C): -0.289, atom 37 (C): -1.043, atom 38 (C): -0.231, atom 39 (C): -0.811, atom 40 (C): 0.588, atom 41 (P): 0.898, atom 42 (S): -0.505, atom 43 (S): -0.344, atom 44 (H): 0.309, atom 45 (H): 0.266, atom 46 (H): 0.359, atom 47 (H): 0.516, atom 48 (H): 0.339, atom 49 (H): 0.334, atom 50 (H): 0.244, atom 51 (H): 0.341, atom 52 (H): 0.308, atom 53 (H): 0.285, atom 54 (H): 0.436, atom 55 (H): 0.328, atom 56 (H): 0.121, atom 57 (H): -0.064, atom 58 (H): 0.584, atom 59 (H): 0.305, atom 60 (H): 0.379, atom 61 (H): 0.268, atom 62 (H): 0.048, atom 63 (H): 0.566, atom 64 (H): 0.456, atom 65 (H): 0.474, atom 66 (H): 0.472, atom 67 (H): 0.336, atom 68 (H): 0.268, atom 69 (H): 0.335, atom 70 (H): 0.425, atom 71 (H): 0.334, atom 72 (H): 0.508, atom 73 (H): 0.622, atom 74 (H): 0.103, atom 75 (H): -1.108, atom 76 (H): 0.470, atom 77 (H): 0.412, atom 78 (H): 0.243, atom 79 (H): 0.033, atom 80 (H): 0.461, atom 81 (H): 0.394, atom 82 (H): 0.353, atom 83 (H): 0.045, atom 84 (H): 0.487, atom 85 (H): 0.277, atom 86 (H): 0.337, atom 87 (H): 0.038, atom 88 (H): 0.053, atom 89 (H): 0.003, atom 90 (C): -0.951, atom 91 (C): -0.264, atom 92 (O): -0.488, atom 93 (H): 0.206, atom 94 (H): 0.367, atom 95 (H): 0.304, atom 96 (H): 0.283, atom 97 (H): 0.265, atom 98 (H): 0.272, atom 99 (C): -1.055

Question: Among the records above, which one has the highest E_LUMO?
Answer: C55H106N3O12PS2